# 1
72
Properties=species:S:1:pos:R:3:forces:R:3 method="wB97M-V/def2-TZVPD" relative_energy_kcal_mol=0.0 e_lumo_ev="-3.23 / -6.28" total_charge=+1 max_force_ha_per_bohr=0.01788 s_squared=0.763 homo_lumo_gap_ev="8.78 / 5.73" spin_multiplicity=2
Pd -0.680870 0.810281 -3.298843 0.59 0.46 -0.53
O -5.273369 -2.082948 -5.662282 -0.09 -0.11 -0.02
C -4.275146 -1.385814 -5.119777 0.12 0.37 -0.04
C -4.034300 -0.035596 -5.433744 -0.13 -0.32 0.00
C -2.979179 0.587716 -4.820447 0.13 0.30 0.07
N -2.224462 -0.085543 -3.959022 -0.29 0.03 0.02
C -2.411462 -1.368240 -3.644850 0.20 0.18 0.11
C -3.450857 -2.061903 -4.206812 -0.02 -0.08 0.07
C -1.355334 -1.842652 -2.651392 -0.34 -0.32 -0.04
O -1.511258 -2.837560 -1.981325 0.05 0.03 -0.07
O -0.318395 -1.048145 -2.584086 0.28 -0.07 0.21
C -2.512018 2.039166 -5.015133 0.05 -0.21 0.13
O -3.105053 2.764184 -5.765788 -0.05 0.07 -0.02
O -1.450776 2.346478 -4.301167 -0.12 -0.04 -0.05
H -5.783865 -1.550648 -6.285215 0.03 0.02 0.01
H -4.637259 0.521660 -6.139868 -0.01 -0.02 0.00
H -3.625683 -3.098058 -3.954389 -0.01 0.00 -0.02
C 2.849221 -2.418745 5.593855 0.00 0.00 -0.01
C 2.309951 -1.944507 4.274972 0.00 -0.04 0.05
C 3.047216 -1.095313 3.461504 0.09 0.00 0.00
C 2.576113 -0.630324 2.240540 -0.13 0.01 -0.13
C 3.441199 0.276540 1.419652 0.03 -0.04 -0.07
C 1.303616 -1.052540 1.849832 0.06 0.04 0.14
Te 0.095997 -0.412541 0.208517 -0.31 -0.39 0.06
N 0.875759 0.949137 -1.005508 0.17 0.53 0.61
C 1.742763 1.060758 -2.017748 0.07 -0.15 -0.59
O 1.311730 1.579360 -3.067838 -0.46 -0.33 0.22
C 3.132130 0.549648 -1.970809 -0.14 -0.04 0.10
C 3.297008 -0.809794 -2.239703 0.11 0.05 0.20
C 4.579463 -1.332075 -2.282253 -0.01 -0.02 0.03
C 5.674603 -0.508191 -2.049945 -0.01 -0.01 0.00
C 5.496164 0.844518 -1.794063 -0.02 0.04 -0.01
C 4.218900 1.384916 -1.764282 0.09 0.05 0.00
C -1.136104 0.917404 1.284572 0.00 0.00 -0.33
C -2.513632 0.747291 1.084283 0.09 -0.11 -0.01
C -3.131730 -0.278724 0.162806 -0.03 0.06 0.06
C -3.375624 1.603761 1.761472 -0.01 0.02 0.06
C -2.909666 2.604842 2.599917 -0.03 -0.04 -0.04
C -3.853189 3.530547 3.309293 -0.02 0.00 0.00
C -1.533643 2.753437 2.753479 0.03 0.03 0.00
C -0.625697 1.935630 2.103726 0.01 0.00 0.02
C 0.843485 2.185736 2.280022 -0.09 0.05 0.04
C 0.542099 -1.957007 2.611520 0.01 -0.01 -0.13
C -0.805880 -2.506013 2.201321 -0.03 0.00 0.04
C 1.067155 -2.372102 3.828034 0.10 0.01 -0.05
H 3.806023 -1.953951 5.822746 0.00 0.00 0.00
H 2.990243 -3.500372 5.583450 0.00 0.00 0.00
H 2.153596 -2.188192 6.401325 0.00 0.00 0.00
H 4.033487 -0.779396 3.780967 -0.01 0.00 0.01
H 4.400574 0.424458 1.910834 0.01 0.03 -0.02
H 2.982087 1.255272 1.275034 0.13 -0.10 -0.01
H 3.631161 -0.146273 0.435683 0.04 -0.08 -0.02
H 2.434456 -1.440117 -2.422722 -0.03 0.00 -0.02
H 4.723290 -2.381711 -2.500070 0.01 0.00 0.00
H 6.673991 -0.921036 -2.079430 0.00 -0.01 0.00
H 6.353476 1.482331 -1.626743 0.00 0.00 -0.01
H 4.071003 2.441892 -1.582926 -0.01 0.00 0.00
H -2.501474 -1.143539 -0.035664 0.01 -0.05 -0.05
H -3.390241 0.181447 -0.794669 0.05 -0.02 -0.01
H -4.054819 -0.662013 0.596283 -0.01 0.04 0.00
H -4.442974 1.478841 1.620539 -0.01 0.01 0.01
H -4.885811 3.202841 3.207392 0.00 0.00 0.00
H -3.774989 4.538559 2.898565 0.00 0.00 0.00
H -3.613034 3.591441 4.370845 0.00 0.00 0.00
H -1.156181 3.543955 3.392285 0.00 0.00 0.00
H 1.004183 3.156543 2.744157 0.02 0.01 -0.01
H 1.355798 2.190193 1.316934 -0.11 0.08 0.03
H 1.307396 1.428410 2.914483 -0.06 0.05 -0.01
H -0.896384 -2.706953 1.130660 0.02 -0.02 -0.01
H -1.620899 -1.842670 2.502970 0.01 0.02 -0.03
H -0.966032 -3.465379 2.689940 -0.03 0.03 0.05
H 0.491959 -3.062606 4.434106 -0.02 0.00 -0.02



# 2
72
Properties=species:S:1:pos:R:3:forces:R:3 method="wB97M-V/def2-TZVPD" e_lumo_ev=0.00 max_force_ha_per_bohr=0.01011 homo_lumo_gap_ev=7.63
Ga -0.453473 -0.429637 1.008864 -0.16 -0.44 0.08
C -4.666852 0.297175 0.579767 -0.03 -0.01 0.01
C -3.385731 -0.152686 1.234256 -0.03 -0.02 0.02
O -2.306847 0.293183 0.699742 -0.11 0.01 -0.03
C -3.436864 -1.058803 2.287723 0.05 0.03 -0.04
C -2.204002 -1.562710 2.756511 -0.07 -0.08 -0.02
C -1.979065 -3.038696 2.899545 -0.02 -0.02 0.03
N -1.148439 -0.788277 2.942457 0.14 0.49 0.11
N -1.429766 0.554598 3.313061 0.10 -0.12 -0.08
C -0.703767 1.437311 2.722317 -0.02 0.07 -0.05
O 0.110689 1.193370 1.694537 -0.05 0.14 0.13
C -0.759305 2.848997 3.181105 -0.01 -0.10 -0.01
C -1.359914 3.181161 4.392681 -0.04 0.02 0.02
C -1.404133 4.502290 4.806090 0.01 -0.01 -0.01
C -0.848518 5.502093 4.015821 0.00 -0.02 -0.01
C -0.249290 5.173506 2.808515 -0.01 -0.03 0.02
C -0.203402 3.849683 2.392573 0.02 0.06 0.00
H -4.440210 0.889570 -0.303217 0.00 -0.01 -0.01
H -5.283222 -0.557175 0.297417 0.00 0.00 0.01
H -5.244476 0.904055 1.278755 0.02 0.00 0.00
H -4.367294 -1.572922 2.487756 0.01 -0.02 -0.03
H -2.737845 -3.453720 3.567394 0.01 0.00 0.00
H -2.088367 -3.540047 1.935860 0.00 0.00 0.00
H -0.992944 -3.240628 3.314269 0.00 0.00 0.00
H -1.789958 2.391558 4.994006 0.01 0.01 0.00
H -1.871477 4.754800 5.749479 0.00 0.00 0.00
H -0.882630 6.533903 4.342119 0.00 0.00 0.00
H 0.182748 5.948347 2.187916 0.00 0.00 0.00
H 0.260207 3.579326 1.454065 0.00 0.00 0.00
F -1.890512 -3.752676 -2.890993 -0.01 0.01 0.01
C -1.013117 -3.455375 -1.914521 -0.02 -0.02 -0.04
C -1.229829 -2.345944 -1.122415 0.03 -0.03 0.06
C -0.314190 -2.041766 -0.122649 -0.05 -0.08 -0.14
C 0.795522 -2.867355 0.095294 0.08 0.02 0.05
C 0.969187 -3.958718 -0.747832 0.03 -0.04 0.01
F 2.051828 -4.755278 -0.616409 -0.01 0.00 0.00
C 0.087424 -4.275224 -1.759657 0.00 0.01 0.00
C 1.719557 -2.508766 1.209340 -0.14 0.01 -0.10
C 2.638229 -3.365881 1.807038 0.03 0.02 -0.01
C 3.376337 -2.899006 2.881741 0.02 -0.01 0.02
C 3.189884 -1.603899 3.340406 0.02 -0.02 -0.01
C 2.248609 -0.819015 2.701799 0.02 0.01 -0.06
N 1.545407 -1.265526 1.666689 -0.03 0.01 -0.04
H -2.098650 -1.722607 -1.298026 0.00 0.02 0.00
H 0.258263 -5.126882 -2.402012 -0.01 0.00 0.01
H 2.763533 -4.374094 1.447950 0.00 0.00 0.01
H 4.091239 -3.552474 3.365216 0.00 0.01 0.00
H 3.747762 -1.212061 4.178717 0.00 -0.01 0.00
H 2.033648 0.195370 3.013467 -0.02 0.00 0.00
C -1.116325 0.342949 -3.661416 -0.05 -0.03 -0.03
As -0.308805 0.780799 -1.942620 0.34 0.14 0.24
C 0.009470 2.679645 -2.258980 -0.02 0.03 -0.03
C 1.532857 0.093289 -2.242613 0.02 0.00 -0.04
C 2.147328 0.392054 -3.572026 -0.01 -0.03 0.03
C 2.018649 -0.508941 -4.627790 -0.01 0.01 -0.04
C 2.557046 -0.230337 -5.875598 0.00 -0.01 0.01
C 3.238204 0.959303 -6.091866 0.00 0.02 0.03
C 3.379890 1.863109 -5.047415 -0.02 -0.03 0.01
C 2.840282 1.580404 -3.800187 0.01 0.00 -0.02
H -0.442558 0.611478 -4.474325 -0.03 0.00 -0.02
H -2.044533 0.905596 -3.757071 -0.01 -0.01 0.00
H -1.344810 -0.721432 -3.713629 0.01 0.00 -0.01
H 0.455288 2.856607 -3.237428 0.00 0.01 0.00
H 0.665150 3.066723 -1.479023 0.00 0.00 0.00
H -0.944854 3.201013 -2.192131 0.00 0.02 -0.01
H 1.465218 -0.983585 -2.073818 0.03 0.00 -0.02
H 2.127860 0.513008 -1.428024 -0.01 0.00 0.01
H 1.488484 -1.441317 -4.465164 0.01 0.00 0.00
H 2.447239 -0.946692 -6.680044 0.00 0.00 0.00
H 3.660663 1.177300 -7.064026 0.00 0.00 0.00
H 3.917276 2.790138 -5.202333 0.00 0.00 0.00
H 2.964993 2.286472 -2.987023 0.00 0.00 -0.01